1.
# C34H36BFeIN9O3

A structure of composition C34H36BFeIN9O3 at a distorted geometry (the ωB97M-V functional and the def2-TZVPD basis, the Open Molecules 2025 dataset).

```
85
Properties=species:S:1:pos:R:3
Fe 0.697 -0.067 -0.224
C 2.750 -1.890 -2.371
C 2.030 -2.593 -1.268
C 2.208 -3.914 -0.837
C 1.367 -4.072 0.246
C 1.124 -5.272 1.099
N 0.733 -2.905 0.435
N 1.126 -2.006 -0.488
B -0.317 -2.463 1.453
N 0.252 -1.365 2.350
N 0.464 -0.113 1.847
C 0.632 0.695 2.900
C 0.771 2.177 2.855
C 0.571 -0.057 4.081
C 0.319 -1.350 3.692
C 0.119 -2.566 4.534
N -1.491 -1.830 0.678
N -1.277 -0.764 -0.146
C -2.450 -0.456 -0.699
C -2.680 0.640 -1.681
C -3.432 -1.333 -0.218
C -2.786 -2.186 0.650
C -3.334 -3.321 1.449
H 3.464 -2.574 -2.829
H 3.286 -1.029 -1.973
H 2.065 -1.537 -3.139
H 2.859 -4.654 -1.272
H 1.768 -6.087 0.775
H 0.087 -5.604 1.029
H 1.336 -5.065 2.149
H -0.683 -3.393 2.107
H 0.670 2.556 1.851
H 1.729 2.487 3.272
H -0.023 2.621 3.461
H 0.673 0.315 5.087
H 0.235 -2.303 5.584
H 0.847 -3.340 4.290
H -0.876 -2.989 4.393
H -1.877 1.366 -1.687
H -3.602 1.166 -1.426
H -2.795 0.229 -2.686
H -4.478 -1.335 -0.477
H -4.403 -3.412 1.264
H -3.182 -3.164 2.517
H -2.856 -4.263 1.178
O -0.713 -1.138 -4.177
C -0.728 0.106 -4.701
C -1.230 0.239 -5.997
C -1.306 1.478 -6.595
C -0.882 2.620 -5.916
C -0.380 2.493 -4.638
C -0.291 1.248 -4.009
C 0.235 1.160 -2.630
O 0.383 -0.043 -2.111
N 0.500 2.239 -1.976
N 1.071 1.860 -0.757
C 2.014 2.638 -0.365
C 2.988 2.247 0.609
C 3.802 3.196 1.243
C 4.777 2.809 2.130
C 4.971 1.439 2.361
C 4.214 0.493 1.711
C 3.194 0.869 0.814
O 2.547 -0.066 0.161
H -0.340 -1.071 -3.272
H -1.558 -0.657 -6.508
H -1.698 1.561 -7.601
H -0.941 3.592 -6.385
H -0.038 3.360 -4.088
H 2.138 3.574 -0.909
H 3.636 4.247 1.034
H 5.390 3.544 2.633
H 5.738 1.117 3.055
H 4.374 -0.566 1.871
I -5.027 1.347 3.062
C -3.702 2.318 1.782
C -4.028 3.526 1.189
C -3.106 4.103 0.330
C -1.908 3.443 0.096
N -1.598 2.284 0.669
C -2.474 1.734 1.502
H -4.978 4.003 1.389
H -3.320 5.044 -0.160
H -1.175 3.841 -0.600
H -2.190 0.786 1.948
```

Values from the calculation:
- Lowest unoccupied orbital energy (spin up / spin down): 0.0092 / -0.0063 Ha
- E_HOMO (spin up / spin down): -7.79 / -7.93 eV
- Largest force on an atom: 1.06 eV Å⁻¹
- Net charge: 0
- ⟨S²⟩: 0.790
- Spin multiplicity: 2



2.
# C17H14N4O3S2

An isolated molecule of C17H14N4O3S2 at a distorted geometry (the ωB97M-V functional and the def2-TZVPD basis, the Open Molecules 2025 dataset).

```
40
Properties=species:S:1:pos:R:3
O 5.994 2.158 0.440
C 5.199 1.232 0.445
C 3.888 1.351 1.080
C 2.801 0.639 0.739
N 1.585 0.816 1.323
C 0.398 0.172 1.048
C -0.714 0.479 1.845
C -1.927 -0.138 1.628
C -2.040 -1.065 0.610
S -3.592 -1.872 0.311
O -3.372 -3.228 -0.093
O -4.514 -1.612 1.370
N -4.132 -1.109 -1.116
C -4.570 0.178 -1.076
N -5.410 0.577 -2.030
C -5.817 1.832 -1.972
C -5.405 2.704 -0.975
C -4.512 2.185 -0.049
N -4.086 0.936 -0.095
C -0.960 -1.384 -0.190
C 0.258 -0.769 0.023
C 5.533 -0.052 -0.184
C 5.139 -1.326 0.135
C 5.763 -2.307 -0.656
C 6.625 -1.769 -1.564
S 6.712 -0.063 -1.456
H 3.808 2.154 1.800
H 2.850 -0.106 -0.039
H 1.549 1.501 2.068
H -0.611 1.205 2.638
H -2.796 0.081 2.225
H -4.544 -1.697 -1.823
H -6.500 2.136 -2.755
H -5.752 3.722 -0.927
H -4.113 2.782 0.761
H -1.085 -2.122 -0.966
H 1.093 -1.023 -0.610
H 4.457 -1.555 0.935
H 5.582 -3.362 -0.555
H 7.221 -2.284 -2.291
```

Values from the calculation:
- Lowest unoccupied orbital energy: -0.0045 Ha
- E_HOMO: -8.46 eV
- ΔE to the lowest compared entry with this formula, charge and spin: 4.7 kcal/mol
- Largest force on an atom: 1.30 eV Å⁻¹
- Net charge: 0
- SMILES: O=C(/C=C/Nc1ccc(S(=O)(=O)Nc2ncccn2)cc1)c1cccs1
- Spin multiplicity: 1



3.
# C14H22Cl6O14S2

A cluster of 6 separate species, C14H22Cl6O14S2 in total at a distorted geometry (the ωB97M-V functional and the def2-TZVPD basis, the Open Molecules 2025 dataset).

```
58
Properties=species:S:1:pos:R:3
C 5.102 -0.135 -5.485
C 4.189 -1.419 -5.539
C 4.668 -2.447 -4.504
O 3.438 -3.120 -4.225
C 2.509 -2.397 -4.611
O 1.372 -2.601 -4.138
O 2.891 -1.174 -5.178
H 4.550 0.748 -5.809
H 6.069 -0.102 -5.987
H 5.267 0.118 -4.438
H 4.116 -1.881 -6.524
H 5.348 -2.070 -3.740
H 5.343 -3.073 -5.089
C 0.721 -0.487 -1.335
C 0.773 0.012 0.107
C -0.550 -0.139 0.785
O -0.112 -0.550 2.033
C 1.123 -1.013 2.053
O 1.618 -1.632 2.980
O 1.622 -0.774 0.832
H 0.058 -1.341 -1.471
H 1.612 -0.994 -1.706
H 0.324 0.134 -2.139
H 0.896 1.087 0.245
H -1.316 -0.793 0.369
H -0.869 0.891 0.627
O -3.045 -2.300 -1.507
S -4.350 -2.137 -0.946
O -4.785 -2.991 0.192
O -4.860 -0.594 -0.689
C -5.963 -0.163 -1.487
C -6.451 -1.474 -2.059
O -5.315 -2.224 -2.289
H -6.687 0.365 -0.865
H -5.550 0.431 -2.302
H -6.906 -1.311 -3.037
H -7.207 -1.932 -1.421
O -0.080 2.452 4.662
S -0.744 2.874 3.415
O -1.568 1.778 2.827
O -1.566 4.205 3.599
C -0.607 5.335 3.555
C 0.584 4.847 2.766
O 0.331 3.522 2.441
H -1.265 6.046 3.053
H -0.334 5.526 4.593
H 1.568 4.890 3.233
H 0.650 5.376 1.816
Cl -3.507 -1.833 2.924
C -2.313 -2.263 4.135
Cl -2.820 -3.740 5.026
Cl -1.847 -0.921 5.163
H -1.409 -2.670 3.682
Cl 4.318 -0.492 4.057
C 3.007 0.780 4.296
Cl 3.152 1.948 2.958
Cl 2.797 1.457 5.970
H 2.014 0.364 4.126
```

Values from the calculation:
- Lowest unoccupied orbital energy: 0.0063 Ha
- E_HOMO: -10.34 eV
- ΔE to the lowest compared entry with this formula, charge and spin: 91.5 kcal/mol
- Largest force on an atom: 9.61 eV Å⁻¹
- Net charge: 0
- SMILES: C[C@H]1COC(=O)O1.C[C@H]1COC(=O)O1.O=S1(=O)OCCO1.O=S1(=O)OCCO1.ClC(Cl)Cl.ClC(Cl)Cl
- Spin multiplicity: 1



4.
# C4H17N2O2

A cluster of 4 separate species, C4H17N2O2 in total at a distorted geometry (the ωB97M-V functional and the def2-TZVPD basis, the Open Molecules 2025 dataset).

```
25
Properties=species:S:1:pos:R:3
C -0.404 0.354 1.751
C -0.270 0.108 0.235
C 0.086 -1.331 -0.195
C 0.791 -1.492 -1.530
N 2.645 1.855 -0.583
N -1.523 0.522 -0.404
H -1.197 -0.255 2.192
H 0.542 0.018 2.194
H -0.562 1.423 1.871
H 0.530 0.730 -0.145
H 0.556 -1.936 0.601
H -0.850 -1.910 -0.186
H 0.206 -0.966 -2.287
H 0.899 -2.545 -1.798
H 1.797 -1.101 -1.568
H 2.670 2.483 0.217
H 3.363 2.159 -1.225
H -2.352 0.164 0.027
H -1.538 1.396 -0.882
H 3.362 -0.645 1.331
H 2.836 0.946 -0.113
O 2.527 -0.358 0.901
H -5.360 -0.161 -0.381
H -4.352 0.584 0.353
O -4.404 -0.044 -0.378
```

Values from the calculation:
- Lowest unoccupied orbital energy (spin up / spin down): 0.0183 / -0.1004 Ha
- E_HOMO (spin up / spin down): -8.03 / -8.01 eV
- ΔE to the lowest compared entry with this formula, charge and spin: 20.7 kcal/mol
- Largest force on an atom: 2.02 eV Å⁻¹
- Net charge: 0
- ⟨S²⟩: 0.753
- Spin multiplicity: 2